# 1
Computed, not measured: 8 unconnected molecules or ions with the total composition C34H64ClN2O25S2, with the ωB97M-V functional and the def2-TZVPD basis.

Cartesian coordinates (Å):
C (2.18, -6.53, 3.25)
C (1.79, -5.30, 4.08)
C (2.75, -4.13, 3.85)
Cl (3.09, -3.29, 5.42)
C (2.36, -3.13, 2.72)
C (1.74, -1.81, 3.19)
C (0.43, -1.97, 3.99)
C (-0.75, -1.15, 3.43)
S (-2.34, -1.98, 3.71)
C (-2.21, -3.28, 2.49)
S (-1.78, -2.97, 0.96)
N (-2.50, -4.54, 3.04)
C (-1.96, -5.69, 2.31)
C (-2.93, -6.25, 1.24)
O (-3.99, -5.38, 0.90)
C (-4.73, -4.90, 2.00)
C (-3.92, -4.78, 3.29)
N (1.47, -3.83, 1.78)
O (1.73, -3.38, 0.46)
C (3.70, -2.81, 1.94)
O (3.99, -1.61, 1.83)
O (4.31, -3.80, 1.53)
H (1.85, -6.41, 2.22)
H (1.74, -7.43, 3.67)
H (3.26, -6.66, 3.23)
H (1.81, -5.59, 5.13)
H (0.76, -5.02, 3.85)
H (3.71, -4.54, 3.55)
H (1.55, -1.23, 2.28)
H (2.47, -1.23, 3.74)
H (0.60, -1.66, 5.02)
H (0.14, -3.02, 4.05)
H (-0.81, -0.19, 3.94)
H (-0.63, -0.94, 2.37)
H (-1.80, -6.47, 3.05)
H (-0.98, -5.46, 1.90)
H (-3.30, -7.24, 1.53)
H (-2.36, -6.40, 0.32)
H (-5.08, -3.91, 1.71)
H (-5.63, -5.51, 2.19)
H (-4.32, -3.99, 3.93)
H (-3.99, -5.72, 3.85)
H (0.53, -3.50, 1.95)
H (2.04, -4.16, -0.01)
C (-5.21, -7.24, -1.06)
O (-5.94, -7.70, -2.21)
C (-7.13, -8.20, -1.94)
O (-7.63, -8.31, -0.85)
O (-7.70, -8.58, -3.10)
C (-9.00, -9.14, -2.95)
H (-4.26, -6.86, -1.42)
H (-5.74, -6.45, -0.55)
H (-5.03, -8.07, -0.38)
H (-9.68, -8.42, -2.51)
H (-8.96, -10.04, -2.33)
H (-9.33, -9.40, -3.95)
C (2.12, -0.38, -0.80)
O (2.10, -0.31, -2.24)
C (0.91, -0.08, -2.77)
O (-0.13, 0.09, -2.18)
O (1.04, -0.03, -4.11)
C (-0.18, 0.24, -4.79)
H (3.15, -0.56, -0.51)
H (1.79, 0.57, -0.37)
H (1.50, -1.20, -0.44)
H (-0.58, 1.21, -4.50)
H (-0.91, -0.54, -4.61)
H (0.07, 0.26, -5.85)
C (7.36, 3.74, -2.45)
O (7.09, 2.37, -2.73)
C (6.74, 1.66, -1.65)
O (6.63, 2.08, -0.53)
O (6.49, 0.41, -2.01)
C (6.17, -0.42, -0.86)
H (7.63, 4.19, -3.40)
H (6.48, 4.23, -2.05)
H (8.19, 3.84, -1.75)
H (5.30, -0.04, -0.34)
H (7.02, -0.47, -0.19)
H (5.96, -1.41, -1.23)
C (-0.96, 6.16, 1.25)
O (-0.38, 5.94, -0.04)
C (0.13, 4.71, -0.20)
O (0.11, 3.84, 0.63)
O (0.63, 4.63, -1.42)
C (1.21, 3.36, -1.75)
H (-1.33, 7.18, 1.25)
H (-1.79, 5.48, 1.42)
H (-0.22, 6.05, 2.04)
H (0.46, 2.57, -1.70)
H (2.04, 3.13, -1.08)
H (1.58, 3.44, -2.77)
C (-2.11, 6.14, -5.35)
O (-1.56, 5.99, -6.67)
C (-1.09, 4.77, -6.92)
O (-1.10, 3.84, -6.16)
O (-0.60, 4.76, -8.16)
C (-0.05, 3.50, -8.55)
H (-2.46, 7.17, -5.28)
H (-2.95, 5.46, -5.21)
H (-1.35, 5.95, -4.59)
H (-0.81, 2.73, -8.53)
H (0.78, 3.23, -7.91)
H (0.31, 3.64, -9.57)
C (-1.15, 9.09, -1.09)
O (-1.60, 10.43, -1.30)
C (-2.65, 10.77, -0.56)
O (-3.22, 10.07, 0.23)
O (-2.97, 12.04, -0.84)
C (-4.09, 12.53, -0.11)
H (-0.29, 8.94, -1.74)
H (-0.84, 8.94, -0.06)
H (-1.92, 8.38, -1.36)
H (-3.89, 12.51, 0.96)
H (-4.98, 11.95, -0.33)
H (-4.24, 13.56, -0.44)
C (2.36, 0.56, 5.73)
O (2.41, 0.81, 4.33)
C (3.58, 1.27, 3.89)
O (4.54, 1.50, 4.59)
O (3.51, 1.42, 2.58)
C (4.70, 1.89, 1.95)
H (1.36, 0.19, 5.94)
H (3.09, -0.20, 6.01)
H (2.53, 1.48, 6.29)
H (5.52, 1.19, 2.11)
H (4.97, 2.88, 2.31)
H (4.49, 1.93, 0.89)

The value obtained for the frontier orbital gap is 6.848 eV. The value obtained for the LUMO energy is 1.73 eV. The calculation puts the highest occupied orbital energy at -0.1882 Eh. The spin multiplicity is 1. Its net charge is -1. For the total energy, the calculation gives -124656.791 eV. The value obtained for the largest force on an atom is 1.092 eV/A.

---

# 2
Computed, not measured: 2 unconnected molecules or ions with the total composition C4H14N3, with the ωB97M-V functional and the def2-TZVPD basis.

Cartesian coordinates (Å):
C (2.63, -0.86, 0.53)
C (2.66, 0.80, 0.33)
H (3.55, -1.39, 0.20)
H (2.32, -1.18, 1.53)
H (1.87, -1.11, -0.20)
H (3.12, 1.10, -0.63)
H (1.70, 1.19, 0.56)
H (3.32, 1.17, 1.14)
C (-1.07, -0.66, 1.21)
C (-1.72, 0.25, -0.95)
N (-0.69, -0.09, -0.12)
N (-2.89, -0.37, -0.95)
N (-1.53, 1.42, -1.72)
H (0.44, -0.16, -0.20)
H (-2.93, -1.40, -0.80)
H (-3.88, -0.03, -1.11)
H (-1.08, 2.16, -1.21)
H (-2.15, 1.77, -2.45)
H (-0.18, -0.58, 1.87)
H (-1.45, -1.71, 1.24)
H (-2.05, -0.30, 1.73)

The value obtained for the frontier orbital gap is 11.111 eV. The value obtained for the LUMO energy is -3.43 eV. The calculation puts the highest occupied orbital energy at -0.5343 Eh. As for the energy above the lowest of the compared OMol25 structures with the same formula, charge and spin: 2.132 eV. The spin multiplicity is 1. Its net charge is +1. For the total energy, the calculation gives -8837.891 eV. The value obtained for the largest force on an atom is 4.186 eV/A.

---

# 3
Computed, not measured: C17H14F3NO4 in the gas phase, with the ωB97M-V functional and the def2-TZVPD basis.

Cartesian coordinates (Å):
O (2.54, 0.54, 4.66)
C (1.83, 0.76, 3.71)
N (0.78, 0.00, 3.35)
H (0.29, 0.21, 2.50)
C (0.48, -1.27, 3.99)
C (0.72, -2.40, 3.04)
C (1.66, -3.39, 3.01)
C (1.40, -4.15, 1.85)
C (0.33, -3.57, 1.25)
O (-0.09, -2.51, 1.96)
H (-0.21, -3.80, 0.35)
H (1.94, -5.01, 1.51)
H (2.43, -3.55, 3.73)
H (-0.57, -1.26, 4.31)
H (1.14, -1.36, 4.85)
C (2.04, 1.99, 2.82)
H (3.11, 2.09, 2.62)
H (1.69, 2.88, 3.36)
O (1.35, 1.88, 1.58)
C (0.47, 2.84, 1.27)
O (0.25, 3.81, 1.96)
C (-0.21, 2.58, -0.01)
C (-0.02, 1.47, -0.74)
C (-0.66, 1.13, -1.99)
C (-1.46, 2.04, -2.71)
C (-2.05, 1.67, -3.90)
C (-1.86, 0.38, -4.39)
C (-1.07, -0.53, -3.71)
C (-0.48, -0.15, -2.52)
H (0.14, -0.86, -1.98)
H (-0.92, -1.52, -4.10)
C (-2.48, -0.01, -5.71)
F (-2.81, -1.31, -5.75)
F (-3.59, 0.68, -5.99)
F (-1.63, 0.19, -6.74)
H (-2.66, 2.37, -4.44)
H (-1.61, 3.04, -2.33)
H (0.68, 0.73, -0.37)
H (-0.90, 3.36, -0.30)

The value obtained for the frontier orbital gap is 8.239 eV. Its structure (SMILES) is O=C(COC(=O)/C=C/c1ccc(C(F)(F)F)cc1)NCc1ccco1. The value obtained for the LUMO energy is -0.74 eV. The calculation puts the highest occupied orbital energy at -0.3299 Eh. As for the energy above the lowest of the compared OMol25 structures with the same formula, charge and spin: 0.000 eV. The spin multiplicity is 1. For the total energy, the calculation gives -35689.078 eV. The value obtained for the largest force on an atom is 0.952 eV/A.

---

# 4
Computed, not measured: a molecular structure, C15H19F3IrN3O2SSi, with the ωB97M-V functional and the def2-TZVPD basis.

Cartesian coordinates (Å):
Ir (-0.50, -0.55, -1.04)
F (-5.91, 1.25, -3.53)
C (-4.89, 0.42, -3.27)
F (-4.49, -0.11, -4.43)
F (-5.37, -0.58, -2.51)
C (-3.77, 1.14, -2.57)
C (-3.90, 2.45, -2.16)
C (-2.86, 3.08, -1.49)
C (-1.73, 2.35, -1.19)
N (-1.61, 1.07, -1.57)
C (-2.58, 0.47, -2.29)
S (-2.15, -1.16, -2.72)
H (-4.82, 2.99, -2.37)
H (-2.93, 4.11, -1.20)
H (-0.90, 2.76, -0.63)
C (0.66, -4.35, 0.69)
C (0.02, -3.04, 0.36)
N (0.30, -2.34, -0.71)
O (1.25, -2.73, -1.59)
C (-0.98, -2.47, 1.19)
C (-1.50, -3.03, 2.46)
N (-1.50, -1.31, 0.79)
O (-2.37, -0.70, 1.35)
H (1.36, -4.70, -0.06)
H (-0.11, -5.12, 0.79)
H (1.19, -4.27, 1.64)
H (1.71, -3.50, -1.26)
H (-1.05, -4.00, 2.69)
H (-2.59, -3.14, 2.40)
H (-1.31, -2.34, 3.28)
C (4.23, 0.46, 2.29)
Si (3.41, 1.73, 1.16)
C (4.57, 2.40, -0.17)
C (2.69, 3.12, 2.22)
C (2.03, 0.88, 0.25)
C (1.11, 0.33, -0.34)
H (5.08, 0.91, 2.81)
H (4.59, -0.39, 1.71)
H (3.52, 0.10, 3.04)
H (5.42, 2.90, 0.30)
H (4.06, 3.11, -0.81)
H (4.95, 1.59, -0.79)
H (3.50, 3.64, 2.74)
H (2.00, 2.72, 2.96)
H (2.16, 3.85, 1.61)

The value obtained for the frontier orbital gap (spin up / spin down) is 6.626 / 5.857 eV. The value obtained for the LUMO energy (spin up / spin down) is -5.52 / -6.12 eV. The calculation puts the highest occupied orbital energy (spin up / spin down) at -0.4464 / -0.4401 Eh. As for the energy above the lowest of the compared OMol25 structures with the same formula, charge and spin: 0.776 eV. The spin multiplicity is 2. Its net charge is +1. For the total energy, the calculation gives -54122.889 eV. The value obtained for the largest force on an atom is 1.822 eV/A. As for the expectation value of S²: 1.043.

---

# 5
Computed, not measured: a molecular structure, C5H6O2, with the ωB97M-V functional and the def2-TZVPD basis.

Cartesian coordinates (Å):
O (1.96, 1.06, -1.54)
C (1.78, 0.61, -0.26)
C (0.74, -0.13, 0.06)
O (0.47, -0.85, 1.23)
C (-0.88, -1.05, 0.79)
C (-1.51, 0.29, 0.64)
C (-0.65, -0.28, -0.47)
H (2.54, 0.95, 0.44)
H (1.59, 0.37, -2.10)
H (-1.36, -2.00, 0.99)
H (-2.58, 0.35, 0.46)
H (-1.09, 1.10, 1.25)
H (-1.01, -0.42, -1.49)

The value obtained for the frontier orbital gap is 8.965 eV. The value obtained for the LUMO energy is 0.88 eV. The calculation puts the highest occupied orbital energy at -0.2972 Eh. As for the energy above the lowest of the compared OMol25 structures with the same formula, charge and spin: 3.313 eV. The spin multiplicity is 1. For the total energy, the calculation gives -9373.783 eV. The value obtained for the largest force on an atom is 0.482 eV/A.

---

# 6
Computed, not measured: a molecular structure, C19H20N4O2S3, with the ωB97M-V functional and the def2-TZVPD basis.

Cartesian coordinates (Å):
C (-0.86, -1.37, 2.81)
H (-1.16, -1.81, 3.64)
C (-0.14, 0.07, 3.01)
N (0.40, 0.54, 1.85)
C (-0.29, 1.19, 0.85)
N (0.17, 1.91, 0.06)
C (1.45, 1.69, -0.02)
C (2.27, 0.99, 0.46)
C (1.66, 0.28, 1.59)
O (2.31, -0.57, 2.42)
S (3.90, 1.05, 0.13)
C (3.61, 2.10, -1.43)
C (4.06, 1.09, -2.73)
H (3.39, 0.52, -2.73)
H (3.94, 1.93, -3.59)
H (4.99, 0.86, -2.46)
H (4.47, 2.65, -1.12)
C (2.24, 2.48, -1.20)
H (2.36, 3.71, -1.14)
H (1.74, 2.42, -2.11)
S (-2.10, 1.57, 1.16)
C (-2.65, 2.41, -0.19)
C (-3.79, 1.74, -0.79)
O (-4.89, 2.25, -0.84)
N (-3.69, 0.44, -1.32)
C (-2.49, -0.50, -1.05)
N (-1.38, -0.36, -1.38)
C (-0.45, -1.01, -1.21)
C (0.80, -1.13, -1.33)
C (1.72, -2.20, -1.05)
C (1.17, -3.22, -0.60)
C (-0.24, -3.46, -0.46)
C (-0.98, -2.32, -0.63)
S (-2.76, -2.32, -0.47)
H (-0.66, -4.40, 0.09)
C (2.13, -4.24, -0.14)
H (2.78, -4.11, 0.45)
H (2.70, -4.72, -0.76)
H (1.52, -5.27, 0.19)
H (2.63, -1.98, -1.20)
H (1.36, -0.28, -1.73)
H (-4.71, -0.12, -0.99)
H (-1.78, 2.13, -0.97)
H (-2.80, 3.23, -0.17)
H (0.38, -0.08, 3.72)
H (-0.90, 0.62, 3.39)
H (-1.64, -1.38, 2.05)
H (-0.03, -2.19, 2.36)

The value obtained for the frontier orbital gap is 8.593 eV. The value obtained for the LUMO energy is 0.21 eV. The calculation puts the highest occupied orbital energy at -0.3080 Eh. As for the energy above the lowest of the compared OMol25 structures with the same formula, charge and spin: 20.107 eV. The spin multiplicity is 1. For the total energy, the calculation gives -62570.520 eV. The value obtained for the largest force on an atom is 19.844 eV/A.

---

# 7
Computed, not measured: a gas-phase ion, C7H7O2S (charge -1), with the ωB97M-V functional and the def2-TZVPD basis.

Cartesian coordinates (Å):
C (1.43, 1.44, -0.26)
C (1.94, 0.18, -0.09)
C (0.01, 1.52, -0.12)
C (0.95, -0.84, 0.08)
C (-0.01, -0.79, -1.16)
C (0.23, -1.28, 1.14)
C (-0.68, 0.39, -0.30)
O (-2.77, -1.13, -0.25)
O (-2.84, 1.02, 1.03)
S (-2.57, 0.30, -0.25)
H (2.05, 2.25, -0.27)
H (3.02, -0.05, 0.23)
H (-0.55, 2.31, 0.41)
H (0.61, -0.41, -2.08)
H (-0.74, -1.73, -1.36)
H (-0.68, -1.76, 1.00)
H (0.60, -1.43, 2.24)

The value obtained for the frontier orbital gap is 6.852 eV. The value obtained for the LUMO energy is 3.78 eV. The calculation puts the highest occupied orbital energy at -0.1130 Eh. As for the energy above the lowest of the compared OMol25 structures with the same formula, charge and spin: 4.138 eV. The spin multiplicity is 1. Its net charge is -1. For the total energy, the calculation gives -22299.295 eV. The value obtained for the largest force on an atom is 4.523 eV/A.

---

# 8
Computed, not measured: 2 unconnected molecules or ions with the total composition C25H44IN2O4, with the ωB97M-V functional and the def2-TZVPD basis.

Cartesian coordinates (Å):
C (-2.39, 5.78, 0.90)
C (-1.82, 5.85, -0.54)
C (-2.75, 5.32, -1.67)
C (-3.66, 4.14, -1.29)
C (-2.92, 2.78, -1.26)
C (-2.66, 2.30, 0.21)
C (-3.33, 0.96, 0.52)
C (-2.89, 0.27, 1.85)
C (-1.93, 1.07, 2.75)
C (-0.42, 0.87, 2.55)
C (0.20, 2.14, 3.21)
C (1.18, 2.91, 2.64)
C (1.68, 4.04, 3.22)
C (1.13, 4.39, 4.43)
C (0.18, 3.56, 4.95)
N (-0.31, 2.46, 4.40)
O (0.09, -0.28, 3.25)
C (1.27, -0.65, 2.64)
O (1.92, -1.61, 2.97)
O (1.52, 0.21, 1.60)
C (0.17, 0.61, 1.18)
C (-0.30, -0.58, 0.35)
C (0.71, -0.99, -0.74)
C (1.29, 0.20, -1.49)
I (2.58, -0.50, -3.06)
H (-2.03, 4.87, 1.38)
H (-3.47, 5.89, 0.95)
H (-1.96, 6.61, 1.47)
H (-1.64, 6.91, -0.74)
H (-0.83, 5.39, -0.56)
H (-2.09, 4.95, -2.46)
H (-3.31, 6.17, -2.06)
H (-4.24, 4.32, -0.39)
H (-4.39, 4.05, -2.11)
H (-3.50, 2.01, -1.77)
H (-1.95, 2.90, -1.74)
H (-1.58, 2.32, 0.38)
H (-3.09, 3.06, 0.86)
H (-4.40, 1.15, 0.58)
H (-3.20, 0.25, -0.30)
H (-2.50, -0.73, 1.70)
H (-3.80, 0.12, 2.44)
H (-2.12, 0.72, 3.77)
H (-2.19, 2.12, 2.78)
H (1.58, 2.61, 1.68)
H (2.44, 4.65, 2.75)
H (1.44, 5.28, 4.96)
H (-0.25, 3.84, 5.91)
H (0.33, 1.50, 0.57)
H (-0.62, -1.43, 0.94)
H (-1.19, -0.26, -0.20)
H (0.16, -1.60, -1.47)
H (1.51, -1.62, -0.35)
H (1.90, 0.81, -0.84)
H (0.52, 0.83, -1.94)
C (2.72, -4.53, -3.21)
N (2.59, -6.01, -2.93)
C (3.10, -6.74, -4.13)
C (1.15, -6.34, -2.73)
C (3.42, -6.44, -1.74)
C (3.05, -5.83, -0.41)
O (3.19, -4.42, -0.45)
H (2.33, -4.33, -4.20)
H (2.14, -3.98, -2.48)
H (3.77, -4.26, -3.16)
H (2.50, -6.46, -4.99)
H (3.00, -7.81, -3.95)
H (4.14, -6.47, -4.29)
H (0.76, -5.75, -1.91)
H (1.06, -7.40, -2.52)
H (0.61, -6.09, -3.64)
H (4.45, -6.17, -2.00)
H (3.34, -7.52, -1.68)
H (3.73, -6.23, 0.35)
H (2.03, -6.10, -0.11)
H (2.90, -4.06, 0.40)

The value obtained for the frontier orbital gap is 8.949 eV. The value obtained for the LUMO energy is -2.49 eV. The calculation puts the highest occupied orbital energy at -0.4203 Eh. The spin multiplicity is 1. Its net charge is +1. For the total energy, the calculation gives -45902.921 eV. The value obtained for the largest force on an atom is 2.043 eV/A.

---

> Look up the spin multiplicity of the fifth one.

1

---

> Which value of largest force on an atom does entry 5 give?

0.482 eV/A

---

> What is the spin multiplicity in the first record?

1